{
  "formula": "C2H2ClO4",
  "method": "ωB97M-V/def2-TZVPD",
  "symbols": ["O", "C", "O", "C", "O", "O", "Cl", "H", "H"],
  "positions_angstrom": [[-1.333, 1.178, 0.875], [-0.764, 0.724, -0.125], [-1.078, 0.770, -1.351], [0.500, -0.401, 0.023], [0.442, -1.120, -1.091], [0.281, -1.001, 1.228], [2.213, 0.528, 0.178], [-0.262, -0.452, -1.639], [0.001, -0.226, 1.903]],
  "lowdin_charge": [-0.0203, -0.6059, -0.0513, -0.8620, -0.0634, -0.0729, 0.3841, 0.1279, 0.1638],
  "smiles": "O=C([O-])C(O)(O)Cl",
  "total_charge": -1,
  "mol_weight_g_mol": 125.5,
  "relative_energy_kj_mol": 3.7,
  "energy_ev": -22820.868
}